[1]
Density functional theory data (wB97M-V/def2-TZVPD) for C37H72F3MgO26 as an isolated structure at a distorted geometry.

```
139
Properties=species:S:1:pos:R:3:forces:R:3
Mg 0.45828 -0.07222 3.97943 -1.3 0.0 -2.8
C 0.34722 -1.15199 0.74445 1.1 3.4 2.5
O 0.34892 0.19260 0.21066 -1.3 0.7 0.0
O 0.44173 -0.89920 2.15641 -0.5 -1.5 -1.9
C -0.89973 -1.89539 0.22532 0.3 -1.8 -1.6
F -2.02424 -1.78857 0.89682 -0.4 0.6 0.9
F -1.21971 -1.61256 -1.07561 0.4 0.8 0.6
F -0.63245 -3.22698 0.14679 0.3 0.0 0.7
C 0.77233 0.49750 -1.10092 1.8 -0.1 -1.2
C 1.01595 2.00019 -1.27783 -1.3 -0.1 1.4
H 1.48833 2.33047 -0.35269 0.3 0.3 -0.2
H 1.56756 2.35156 -2.14982 0.0 -0.5 0.0
H 0.03257 2.47029 -1.27041 -0.1 0.4 -0.2
H 0.15614 0.13440 -1.92345 -0.4 -0.2 0.3
H 1.76400 0.06537 -1.23496 0.2 -0.6 -0.1
H 1.25316 -1.57581 0.31116 -0.1 -0.9 0.1
C -1.96880 2.18251 -3.55448 0.2 1.3 0.0
C -2.59819 0.84861 -3.51141 0.6 -1.9 -0.4
C -3.95456 1.00420 -4.22968 2.3 0.2 0.3
O -3.62984 1.99593 -5.22207 -1.3 -0.7 -0.4
C -2.57843 2.84091 -4.84036 0.3 -0.2 1.6
H -0.87938 2.18228 -3.58972 0.0 -0.2 0.0
H -2.26405 2.58950 -2.58736 0.0 1.2 -0.2
H -2.56885 0.41793 -2.51053 -0.6 0.1 0.2
H -1.94386 0.17352 -4.06298 -0.3 -0.3 -0.5
H -4.70401 1.32135 -3.50454 -0.4 0.0 -0.4
H -4.13055 0.04597 -4.71848 -0.8 0.3 -0.1
H -2.96831 3.83414 -4.61770 0.0 0.2 -0.1
H -1.84279 2.90474 -5.64215 0.0 -0.1 0.0
C -0.72993 -3.45807 -4.64624 -0.3 0.1 0.1
C -0.55080 -4.21059 -3.30336 -1.2 1.6 -0.6
C 0.88940 -3.90972 -3.02704 -1.2 -1.3 0.9
O 1.49548 -4.04165 -4.27137 2.5 -0.9 0.7
C 0.68244 -3.55324 -5.25913 -2.1 0.8 -0.9
H -0.99407 -2.40657 -4.53363 -0.1 0.0 0.5
H -1.51171 -3.87920 -5.27837 0.1 -0.1 0.0
H -0.78343 -5.26991 -3.41216 0.1 0.1 0.2
H -1.13088 -3.70488 -2.53144 -0.4 -0.6 0.0
H 1.17622 -4.67368 -2.30440 1.1 0.1 -0.2
H 0.93818 -2.93495 -2.54171 0.5 0.4 -0.2
H 0.55473 -4.21107 -6.11881 1.0 -0.2 -0.1
H 1.04255 -2.56745 -5.55348 -0.1 0.1 -0.4
C 1.30794 -4.68377 4.87484 0.7 0.9 0.0
C 1.05754 -6.18133 4.76078 0.4 -0.7 1.8
C 0.79350 -6.40032 3.30585 -0.6 0.0 -0.2
O 1.50162 -5.37548 2.67270 1.0 0.6 -1.6
C 1.40552 -4.18801 3.39994 -0.5 -0.1 1.8
H 2.27521 -4.45622 5.32285 0.0 -0.3 0.2
H 0.59798 -4.13940 5.49750 -0.4 -0.1 -0.2
H 0.31324 -6.55236 5.46538 -0.6 0.2 -0.4
H 1.91189 -6.73869 5.14486 0.5 0.1 -0.5
H -0.26654 -6.25330 3.09896 -0.4 -0.2 -0.1
H 1.11193 -7.34676 2.86888 0.0 0.1 0.2
H 0.55602 -3.55171 3.15178 -0.4 -0.2 -0.5
H 2.28678 -3.55204 3.31612 0.1 -0.3 -0.5
C 1.25260 4.15563 4.42848 -1.5 1.3 0.7
O 1.83505 3.84473 3.19884 1.1 -2.3 -1.0
C 2.02011 2.54358 2.90922 0.5 -0.9 -1.2
O 1.56958 1.53042 3.54536 2.0 3.4 -1.6
O 2.77464 2.55126 1.73484 -1.0 0.7 3.1
C 3.43740 1.37735 1.29359 -1.5 -2.4 -0.4
H 0.21532 3.82881 4.35539 0.1 -0.6 0.9
H 1.12552 5.23653 4.48837 0.4 0.1 -0.4
H 1.86512 3.90755 5.29530 -0.3 -0.7 -0.1
H 4.23665 0.94061 1.89241 0.2 0.9 0.4
H 3.72603 1.44546 0.24472 0.1 0.7 0.3
H 2.64548 0.62851 1.30784 0.1 -0.5 -0.2
C 2.70794 -0.54692 -4.14857 0.5 0.3 -0.6
O 1.91132 0.55124 -4.60040 -1.6 0.2 0.4
C 2.39201 1.67418 -5.13135 2.6 0.1 -0.5
O 3.59275 1.86679 -5.37794 -3.2 0.1 0.5
O 1.31954 2.49092 -5.35487 0.3 -0.7 0.3
C 1.57352 3.83282 -5.74614 1.3 0.9 0.0
H 2.07757 -1.38674 -3.85625 -0.4 0.4 -0.1
H 3.28593 -0.26681 -3.26791 0.3 0.1 -0.3
H 3.29044 -0.88069 -5.00728 0.5 0.0 0.4
H 2.30533 3.85818 -6.55355 -0.1 0.0 0.0
H 1.98123 4.40990 -4.91617 0.3 -0.3 0.2
H 0.70316 4.42438 -6.03012 -0.5 -1.0 -0.2
C -3.48208 3.75693 4.62663 -0.2 2.3 0.6
O -2.71585 2.62006 4.77709 2.2 -3.0 -1.4
C -2.02827 2.12808 3.71133 0.5 -1.5 0.6
O -1.17595 1.21963 3.85099 -1.4 1.8 0.3
O -2.36534 2.62280 2.55102 -0.4 0.4 0.3
C -1.70721 2.17897 1.34709 1.1 0.0 -0.5
H -4.43818 3.63052 4.11872 0.3 -0.1 -0.3
H -2.80570 4.51260 4.22717 -0.6 0.3 -0.6
H -3.65825 4.11068 5.64247 -0.3 -0.2 0.0
H -0.68732 2.56257 1.31910 0.1 -0.1 0.4
H -2.16715 2.62462 0.46507 -0.6 0.0 0.5
H -1.64608 1.09710 1.22914 -0.1 0.2 0.4
C 3.81084 -3.43685 0.87331 -0.1 0.2 0.5
O 3.83861 -2.79833 -0.42724 -1.8 0.8 2.7
C 4.41916 -3.45843 -1.36333 3.2 -2.4 -1.2
O 5.20338 -4.41328 -1.17500 -2.3 2.3 -1.1
O 4.11508 -2.82317 -2.51606 0.5 -0.7 0.4
C 4.69361 -3.36062 -3.71000 0.4 0.7 -0.8
H 3.21510 -4.34951 0.88861 0.5 -0.3 -0.5
H 3.26557 -2.81623 1.58438 0.1 0.7 -0.5
H 4.81932 -3.56172 1.26762 -0.1 -0.3 -0.3
H 5.76138 -3.56184 -3.62366 -0.3 -0.9 0.6
H 4.76094 -2.54878 -4.43420 -0.7 0.2 0.1
H 4.03167 -4.12849 -4.11038 0.5 -0.2 0.1
C -4.27385 0.30054 0.86787 0.0 -0.6 -1.1
O -4.96514 1.38762 1.41840 -0.3 1.2 1.1
C -5.99974 1.96880 0.75927 0.3 -2.5 -3.5
O -6.48731 1.55886 -0.29262 0.7 0.2 1.7
O -6.31647 3.05165 1.34260 0.2 2.4 2.7
C -7.47810 3.80574 0.97494 -0.4 -1.2 -0.9
H -3.98706 0.53831 -0.15648 -0.3 -0.3 -0.3
H -4.88111 -0.60293 0.92335 0.0 0.0 -0.3
H -3.32158 0.11200 1.36360 -0.5 0.3 0.6
H -7.38814 4.03132 -0.08766 -0.2 0.4 0.1
H -7.61048 4.68073 1.61131 0.5 -0.2 -0.1
H -8.31762 3.12147 1.09774 -0.2 0.3 0.0
C -2.80930 -3.08263 3.66221 -1.6 0.0 -0.5
O -2.33319 -3.15700 4.99695 2.6 2.7 1.6
C -1.45789 -2.14938 5.40763 -1.3 -1.4 0.9
O -0.87625 -1.35158 4.66051 -0.8 -1.7 1.6
O -1.31261 -2.10355 6.76204 -0.2 0.3 -2.0
C -2.08727 -2.93120 7.67729 0.3 -0.5 0.5
H -2.28489 -3.74749 2.97587 0.3 0.4 0.1
H -2.96013 -2.05340 3.33655 0.8 0.0 -0.2
H -3.83776 -3.43170 3.75445 0.0 -0.4 -0.1
H -1.96990 -3.98377 7.41953 -0.4 0.2 -0.2
H -3.11413 -2.60747 7.84722 -0.1 0.0 -1.0
H -1.66224 -2.81762 8.67456 0.6 0.3 -0.3
C 4.81243 4.67847 -0.14814 1.5 -0.2 -1.4
O 3.70352 5.46560 -0.54456 -1.2 -0.6 0.0
C 3.05928 5.22258 -1.71860 1.6 -1.4 -1.9
O 3.42257 4.45060 -2.64593 -1.5 2.4 3.3
O 2.01215 6.04185 -1.68696 1.3 1.4 2.0
C 1.08248 6.11481 -2.69987 -0.8 -1.7 -1.8
H 5.11964 4.82240 0.88772 -0.7 0.5 -0.1
H 5.62141 5.01365 -0.79723 0.4 -0.1 0.2
H 4.76364 3.60566 -0.33465 -0.8 0.0 -0.1
H 0.72294 5.08692 -2.65213 -0.7 0.0 -1.4
H 1.51250 6.42626 -3.65180 0.3 -0.6 -0.1
H 0.22878 6.78802 -2.62182 0.4 0.2 1.4
```
Positions in Å, forces in eV/Å.

Properties
Energy in Eh: -3908.67062
HOMO energy in eV: -10.98
LUMO in Ha: -0.1818
Net charge: +1
HOMO-LUMO gap in eV: 6.0

Mulliken population analysis, charges in e, atoms 1 to 6: number 1, Mg, carries 1.557; number 2, C, carries 0.006; number 3, O, carries 0.863; number 4, O, carries -0.484; number 5, C, carries 0.199; number 6, F, carries -0.126

***

[2]
Density functional theory data (wB97M-V/def2-TZVPD) for a 7-piece molecular cluster, C37H72N10O4S overall at a distorted geometry.

```
124
Properties=species:S:1:pos:R:3:forces:R:3
C 1.88577 4.73743 -2.65567 -0.3 -0.2 0.4
C 0.35594 4.91530 -2.63576 0.5 -0.2 -0.7
C -0.42371 3.61103 -2.73955 -0.2 0.1 0.5
C -0.03590 2.62685 -1.63465 -0.4 0.8 -0.2
N -0.80691 1.37505 -1.68116 0.5 0.4 0.9
C -0.06957 0.22586 -2.08459 0.1 -0.1 -1.9
O -0.71849 -0.99017 -1.84530 -0.4 0.5 0.3
C -2.13470 -0.98726 -1.79229 -0.5 -0.8 -0.6
C -2.85296 -0.73721 -3.13538 0.2 0.1 0.8
C 0.34609 0.31638 -3.57290 -0.8 -0.3 0.2
C 0.81275 -1.00250 -4.16482 0.7 0.8 0.3
C 1.86020 -1.77323 -3.30020 -1.9 -0.7 -1.1
C 1.28698 -3.20300 -3.15178 0.5 0.5 1.2
C 3.21561 -1.92738 -3.98025 -0.4 0.7 0.1
C 3.82806 -0.65249 -4.58682 2.1 -0.1 0.2
N 3.54303 -0.59181 -6.01182 -0.4 0.1 -0.1
N 5.32723 -0.73250 -4.43269 -0.3 0.0 0.1
N 3.40200 0.57954 -3.96303 -0.9 -0.1 -0.3
S 2.01983 -1.15547 -1.59519 2.6 -0.4 1.7
O 3.39884 -0.78279 -1.40805 0.1 0.8 -0.5
O 1.66751 -2.14390 -0.61817 -1.3 -0.3 -0.3
O 1.15620 0.17426 -1.34413 0.0 -0.5 -0.3
H 2.37659 5.34617 -3.40103 0.1 0.3 -0.1
H 2.17182 3.70774 -2.85320 0.0 -0.2 -0.2
H 2.29265 4.97819 -1.68180 0.3 0.1 0.2
H 0.09594 5.52743 -3.49117 -0.3 0.2 -0.1
H 0.02723 5.45033 -1.75319 0.0 0.1 0.2
H -0.32975 3.16003 -3.72414 0.2 -0.1 -0.2
H -1.47163 3.87051 -2.58703 -0.3 -0.1 -0.2
H -0.28729 3.13804 -0.70807 0.2 0.0 0.4
H 1.03866 2.50219 -1.67211 0.1 -0.6 0.2
H -1.56308 1.55850 -2.32248 -0.2 -0.4 -0.1
H -2.40742 -1.99269 -1.50072 0.3 -0.3 0.2
H -2.53025 -0.35153 -1.01182 0.2 0.4 0.2
H -3.28341 0.25841 -3.13377 -0.1 0.2 -0.4
H -3.65133 -1.45986 -3.22885 -0.4 0.0 0.0
H -2.19783 -0.89712 -3.97916 0.2 0.1 -0.2
H 1.07757 1.10601 -3.65715 0.3 0.0 0.0
H -0.52868 0.64459 -4.12647 -0.2 0.0 -0.1
H 1.23032 -0.78093 -5.13993 0.3 0.0 -0.2
H -0.02466 -1.65548 -4.35717 -0.4 -0.2 0.2
H 0.39231 -3.16828 -2.54723 -0.4 0.0 -0.1
H 1.09583 -3.64755 -4.11683 0.1 -0.1 -0.2
H 2.00308 -3.76148 -2.56514 0.1 -0.6 -0.2
H 3.88114 -2.43100 -3.29284 0.3 0.1 0.1
H 3.05154 -2.62436 -4.79537 -0.1 -0.2 -0.1
H 3.79744 -1.46983 -6.44843 -0.2 -0.1 0.0
H 4.14674 0.10347 -6.43853 -0.1 0.2 0.1
H 5.71609 -1.01940 -5.31839 0.2 -0.1 0.0
H 5.58830 -1.41854 -3.73562 0.1 0.0 0.0
H 4.12564 0.95488 -3.37284 0.1 0.0 0.0
H 3.15041 1.22990 -4.69462 0.2 0.3 0.1
C -2.84047 2.92557 3.80955 0.0 0.0 0.0
C -2.76952 1.72222 2.87618 0.0 0.1 0.3
C -2.35205 2.09480 1.45073 -0.3 -0.1 0.2
C -3.31884 3.02631 0.85690 0.8 -0.6 0.2
N -4.07108 3.75232 0.39778 -0.6 0.5 -0.3
H -3.59103 3.64552 3.47751 0.0 0.0 0.0
H -3.11415 2.61060 4.81645 0.0 0.0 0.0
H -1.87714 3.43578 3.86577 0.0 0.0 0.0
H -3.74305 1.22896 2.85318 0.0 -0.1 -0.1
H -2.05494 1.00173 3.27803 0.0 0.0 -0.1
H -2.29972 1.20582 0.82275 0.1 0.1 -0.1
H -1.36665 2.56254 1.44953 0.0 0.0 0.0
C 4.53394 -6.13877 0.70144 0.0 0.0 0.0
C 5.59875 -5.19749 0.14974 -0.1 -0.2 0.2
C 5.04205 -4.20863 -0.87967 0.0 -0.2 0.0
C 4.47529 -4.92048 -2.03215 0.4 0.6 0.7
N 4.03145 -5.47769 -2.92441 -0.3 -0.4 -0.7
H 4.10880 -6.76505 -0.08409 0.0 0.0 0.0
H 4.96433 -6.80311 1.45098 0.0 0.0 0.0
H 3.72190 -5.58004 1.17040 0.0 0.0 0.0
H 6.39967 -5.78590 -0.30270 0.0 0.1 0.0
H 6.04175 -4.63308 0.97209 0.0 0.1 -0.1
H 5.83054 -3.54578 -1.23689 0.0 0.1 0.0
H 4.25870 -3.58926 -0.43671 0.0 0.0 -0.1
C 0.57753 0.00260 2.16571 0.0 0.1 -0.1
C 1.83773 -0.48957 2.86183 -0.1 0.0 -0.2
C 1.65786 -0.64220 4.37615 0.1 0.2 -0.2
C 1.31243 0.64619 4.99061 0.2 -1.0 -0.2
N 1.04894 1.64960 5.46638 -0.2 0.8 0.3
H 0.28922 0.99742 2.51526 0.0 0.0 0.1
H 0.74060 0.06768 1.09243 0.0 -0.1 0.0
H -0.25910 -0.67855 2.34082 0.0 0.0 0.0
H 2.65525 0.20469 2.65798 0.0 0.0 0.1
H 2.12555 -1.45402 2.44011 0.0 0.0 0.0
H 2.57654 -1.00862 4.83428 0.0 0.0 0.1
H 0.86331 -1.35615 4.59684 0.0 0.0 0.0
C -7.11422 3.31592 3.11074 0.1 0.0 0.0
C -6.88027 1.85606 2.74049 0.1 0.3 -0.1
C -8.04818 0.94394 3.12735 0.2 0.1 0.1
C -8.27039 0.97042 4.57612 0.0 -0.2 -0.9
N -8.43260 0.98050 5.70582 -0.2 0.0 0.9
H -7.21962 3.44220 4.18963 -0.1 0.0 0.0
H -6.27118 3.92812 2.78985 0.0 0.0 -0.1
H -8.01490 3.70351 2.63053 0.0 0.0 0.0
H -5.96861 1.50621 3.22814 0.0 -0.1 0.0
H -6.71716 1.78390 1.66347 0.0 -0.1 0.0
H -7.84005 -0.08490 2.83230 0.0 -0.1 0.1
H -8.96448 1.26112 2.62741 0.0 0.0 0.0
C 7.43277 3.15465 -0.89448 0.0 0.0 0.0
C 7.64104 1.88972 -1.71985 -0.1 0.1 0.2
C 8.21096 2.17273 -3.11408 -0.3 0.0 0.1
C 7.29103 3.03076 -3.87382 0.8 -0.6 0.3
N 6.57035 3.69653 -4.45678 -0.6 0.5 -0.4
H 6.70611 3.82083 -1.36157 0.0 0.0 0.0
H 7.05525 2.90428 0.09685 0.0 0.0 0.0
H 8.36929 3.70248 -0.77123 0.0 0.0 0.0
H 6.68992 1.36193 -1.81544 0.0 -0.1 -0.1
H 8.32525 1.22385 -1.19041 0.0 0.0 -0.1
H 8.35338 1.23858 -3.65682 0.0 0.0 -0.1
H 9.17756 2.67239 -3.03862 0.0 0.0 0.0
C -7.87070 -4.30509 7.66377 0.0 0.0 0.0
C -8.53679 -2.93402 7.70704 0.1 -0.2 0.1
C -8.90065 -2.40128 6.31778 0.1 0.0 0.2
C -7.70177 -2.25176 5.48737 -0.9 0.0 0.4
N -6.76501 -2.13020 4.84653 0.7 0.1 -0.5
H -6.92408 -4.27190 7.12260 0.0 0.0 0.0
H -7.65695 -4.65718 8.67311 0.0 0.0 0.0
H -8.51623 -5.04051 7.17915 0.0 0.0 0.0
H -7.87180 -2.22630 8.20482 -0.1 0.1 0.0
H -9.44636 -2.99490 8.30721 0.0 0.1 -0.1
H -9.38300 -1.42724 6.39820 0.0 0.0 -0.1
H -9.59008 -3.08162 5.81531 0.0 0.0 0.0
```
Positions in Å, forces in eV/Å.

Properties
Energy in Eh: -2699.66906
HOMO energy in eV: -9.37
Structure (SMILES): CCCCN[C@@]1(OCC)CC[C@@](C)(CC(N)(N)N)S(=O)(=O)O1.CCCC#N.CCCC#N.CCCC#N.CCCC#N.CCCC#N.CCCC#N
LUMO in Ha: 0.0157
Net charge: 0
HOMO-LUMO gap in eV: 9.8

Mulliken population analysis, charges in e, atoms 1 to 6: number 1, C, carries -0.829; number 2, C, carries -0.773; number 3, C, carries -0.488; number 4, C, carries -0.609; number 5, N, carries 0.383; number 6, C, carries -0.062